(1)
3 unconnected molecules or ions with the total composition C5H14N4. Source: OMol25; level of theory: the ωB97M-V functional and the def2-TZVPD basis.

Output
Highest occupied orbital energy in eV: -7.236
2S+1: 1
Charge: 0
Gap between HOMO and LUMO in eV: 7.94
Energy in eV: -11368.6460
Lowest unoccupied orbital energy in eV: 0.70
Energy relative to the best compared isomer or geometry (same formula, charge and spin) in kJ/mol: 363.5

Last column: Löwdin charge in e.
CARTESIAN COORDINATES (ANGSTROEM)
C1 1.662478 1.253711 0.636107  -0.06
C2 1.688950 0.230900 -1.581201  -0.06
N1 0.981939 0.341247 -0.298860  -0.29
C3 0.612031 -0.952080 0.269335  -0.28
N2 0.973891 -1.228176 1.458207  0.12
H1 0.665842 -2.150418 1.747875  0.06
H2 0.178832 -1.606964 -0.496377  0.12
H3 1.710889 2.250028 0.190938  0.09
H4 1.065925 1.283908 1.544646  0.08
H5 2.655068 0.873656 0.886090  0.09
H6 1.148547 -0.441062 -2.242296  0.08
H7 1.768079 1.217623 -2.043949  0.09
H8 2.689373 -0.173737 -1.422892  0.09
C4 -1.795955 0.253225 1.704413  -0.14
N3 -1.479089 0.200471 0.292414  -0.23
C5 -2.098316 -0.751994 -1.667434  -0.13
N4 -2.283609 -0.603622 -0.410953  -0.11
H9 -0.339804 0.766404 -0.343695  0.22
H10 -2.127781 1.256174 1.985995  0.06
H11 -2.582225 -0.462280 1.953736  0.07
H12 -0.910312 -0.016038 2.294452  0.04
H13 -1.416097 -0.131805 -2.258113  0.04
H14 -2.768655 -1.409171 -2.198438  0.03

Forces on the atoms, in the same order (eV/Å):
-0.268 -0.339 0.071
0.027 -0.065 0.129
-0.069 0.476 -0.292
1.147 0.056 0.535
-0.230 0.279 -0.950
-0.065 -0.102 -0.136
-0.199 0.111 0.328
0.063 -0.183 -0.022
0.111 0.112 0.050
-0.007 0.125 -0.006
-0.101 0.027 -0.071
-0.062 -0.141 0.076
0.125 0.016 -0.037
0.137 0.335 -0.128
0.551 0.576 -1.344
-0.183 0.295 -0.376
0.380 0.036 0.458
-1.383 -1.660 1.583
0.002 -0.021 0.192
-0.021 0.063 -0.204
-0.045 0.135 0.063
0.106 -0.010 0.118
-0.017 -0.122 -0.038

(2)
8 unconnected molecules or ions with the total composition C21H55BNO9. Source: OMol25; level of theory: the ωB97M-V functional and the def2-TZVPD basis.

Output
Highest occupied orbital energy in eV: -11.477
2S+1: 1
Charge: +1
Gap between HOMO and LUMO in eV: 7.74
Energy in eV: -43254.6942
Lowest unoccupied orbital energy in eV: -3.73

Last column: Löwdin charge in e.
CARTESIAN COORDINATES (ANGSTROEM)
C1 5.205945 0.711327 -1.734598  0.00
C2 5.475345 1.993138 -2.218157  -0.16
C3 4.690984 3.296200 -1.764353  -0.08
C4 3.150669 3.062201 -1.964163  -0.09
N1 2.154373 3.669620 -1.339879  0.13
C5 0.812465 3.134369 -1.766054  -0.06
C6 1.254226 1.637439 -2.070476  -0.15
B1 0.152109 0.563505 -2.565507  -0.46
O1 -0.457378 0.607387 -3.868343  0.12
O2 -0.168148 -0.487610 -1.637825  0.09
C7 2.495330 2.013355 -2.992259  -0.03
H1 5.179689 -0.117420 -2.503895  0.08
H2 4.965298 0.455699 -0.669382  0.08
H3 6.276848 2.084693 -3.007293  0.11
H4 5.082785 4.234795 -2.237061  0.13
H5 4.855183 3.365890 -0.638789  0.14
H6 2.232073 4.382995 -0.612298  0.18
H7 0.106128 3.149112 -0.887728  0.13
H8 0.443869 3.724826 -2.661205  0.16
H9 1.727421 1.301290 -1.097473  0.14
H10 0.127352 0.023866 -4.395439  0.12
H11 0.687361 -0.828778 -1.303259  0.10
H12 2.024712 2.719726 -3.752004  0.15
H13 3.156825 1.213996 -3.403571  0.12
C8 0.789803 0.902003 2.564587  -0.08
C9 0.504013 -0.103160 1.468536  -0.32
O3 1.648282 -0.921768 1.234699  -0.09
H14 1.640014 1.535122 2.293737  0.07
H15 -0.078974 1.538684 2.747405  0.08
H16 1.053464 0.393437 3.491832  0.05
H17 0.261891 0.405892 0.535996  0.08
H18 -0.338426 -0.745925 1.739223  0.10
H19 1.852846 -1.377785 2.060296  0.09
C10 -2.146557 -1.823926 5.192194  -0.08
C11 -0.964083 -2.185170 4.315358  -0.31
O4 0.154038 -1.350965 4.619076  -0.10
H20 -2.424509 -0.777420 5.047896  0.08
H21 -3.009369 -2.452332 4.962992  0.08
H22 -1.895236 -1.945039 6.249392  0.08
H23 -1.212409 -2.042723 3.262649  0.10
H24 -0.674475 -3.230081 4.463318  0.11
H25 0.374258 -1.488203 5.547477  0.09
C12 -2.427618 6.445648 0.705713  -0.08
C13 -1.953393 5.021849 0.504672  -0.32
O5 -0.563096 4.916823 0.808785  -0.11
H26 -1.864766 7.132584 0.069355  0.08
H27 -3.490097 6.540843 0.472187  0.08
H28 -2.264145 6.761440 1.739057  0.06
H29 -2.096090 4.713506 -0.533120  0.11
H30 -2.506808 4.331644 1.148823  0.10
H31 -0.447583 5.182248 1.731002  0.07
C14 -3.983981 -2.624990 -1.233840  -0.09
C15 -3.818769 -1.698412 -2.422396  -0.31
O6 -3.199512 -0.483843 -2.016599  -0.09
H32 -4.590156 -2.150031 -0.458537  0.08
H33 -4.462988 -3.560724 -1.531627  0.08
H34 -3.013517 -2.853916 -0.785487  0.05
H35 -4.789799 -1.453218 -2.855525  0.11
H36 -3.202536 -2.165514 -3.198518  0.10
H37 -2.337937 -0.711333 -1.644474  0.04
C16 -3.964931 5.774408 5.105524  -0.09
C17 -2.900784 4.954324 4.403598  -0.31
O7 -1.782099 5.773675 4.068123  -0.10
H38 -4.295814 6.597644 4.468618  0.08
H39 -4.828730 5.157403 5.360705  0.08
H40 -3.568347 6.219095 6.022273  0.08
H41 -3.294379 4.529908 3.478343  0.10
H42 -2.557671 4.133634 5.041454  0.11
H43 -1.432209 6.138891 4.888439  0.09
C18 0.463101 -5.019960 -2.018491  -0.08
C19 -0.886897 -4.348143 -1.860121  -0.32
O8 -1.166708 -4.112772 -0.483203  -0.10
H44 0.484963 -5.967995 -1.476991  0.08
H45 0.684442 -5.210343 -3.070559  0.07
H46 1.258004 -4.395560 -1.600385  0.07
H47 -1.679106 -4.983652 -2.258718  0.12
H48 -0.910148 -3.390663 -2.392835  0.10
H49 -0.469355 -3.543451 -0.138100  0.07
C20 2.473926 -8.652985 -2.637188  -0.09
C21 2.632716 -7.715263 -3.818106  -0.32
O9 3.255632 -6.500742 -3.408734  -0.10
H50 1.874631 -8.183766 -1.853730  0.06
H51 1.991045 -9.584517 -2.939661  0.08
H52 3.446789 -8.888977 -2.197200  0.07
H53 1.658315 -7.465366 -4.240900  0.11
H54 3.241331 -8.176576 -4.602223  0.11
H55 4.119041 -6.725114 -3.045056  0.08

Forces on the atoms, in the same order (eV/Å):
0.229 1.596 -0.944
-0.445 -1.185 0.344
0.353 -1.359 1.523
-0.301 0.015 -0.818
1.228 -0.984 -1.138
-0.375 -1.115 0.977
0.830 0.850 -0.020
-1.074 -0.952 -0.386
1.816 -0.279 2.071
1.258 1.130 -2.062
-0.599 1.643 1.235
1.273 0.653 1.345
-0.783 0.520 -1.263
-1.742 -0.003 0.164
-0.632 -0.873 0.315
-0.333 0.309 -1.188
0.126 -0.159 -0.338
0.731 0.508 -1.009
0.309 -0.812 1.057
-0.818 0.042 -0.851
-0.784 0.247 -0.129
-0.720 0.223 0.517
0.963 -1.112 0.183
-0.626 1.007 0.482
0.114 0.212 0.044
0.113 0.081 0.604
0.081 -0.072 -0.468
-0.093 0.039 -0.130
0.036 -0.017 0.040
-0.178 0.028 -0.061
0.033 -0.146 0.034
-0.123 0.167 -0.077
-0.031 0.029 -0.056
-0.106 0.050 -0.029
-0.077 -0.063 0.463
0.147 -0.042 -0.179
-0.002 -0.072 -0.076
0.026 0.025 0.061
-0.036 -0.113 -0.043
0.145 0.042 0.049
-0.134 -0.042 -0.117
0.001 0.018 -0.078
-0.061 0.162 -0.011
-0.108 0.296 0.314
0.449 -0.259 -0.155
-0.073 -0.091 -0.067
0.039 0.021 0.022
-0.103 -0.103 -0.003
0.154 -0.072 0.056
-0.106 -0.008 -0.118
-0.112 -0.012 -0.042
-0.034 -0.023 0.075
0.181 -0.122 0.287
0.019 0.305 -0.001
-0.083 -0.001 -0.136
0.043 -0.009 0.063
-0.129 -0.097 -0.122
0.125 0.161 -0.012
-0.131 -0.116 -0.074
-0.120 -0.030 -0.071
-0.103 0.038 -0.039
-0.037 0.189 0.381
0.219 -0.084 -0.331
-0.010 -0.104 -0.021
0.031 0.053 0.036
-0.039 -0.116 0.028
0.163 0.074 -0.025
-0.136 -0.095 -0.055
-0.016 0.004 -0.089
-0.043 -0.064 -0.097
0.381 0.084 0.151
-0.087 -0.035 0.130
-0.052 0.033 -0.075
0.101 0.012 0.067
0.016 0.015 -0.115
-0.059 0.093 0.172
-0.045 -0.060 -0.176
-0.029 -0.094 0.000
-0.100 -0.057 0.042
0.306 -0.151 0.257
-0.099 0.250 -0.079
-0.032 -0.021 -0.094
0.051 0.006 0.054
-0.017 -0.080 -0.091
0.111 0.147 0.012
-0.156 -0.098 -0.060
-0.072 0.021 -0.034

(3)
2 unconnected molecules or ions with the total composition C4H9NOS. Source: OMol25; level of theory: the ωB97M-V functional and the def2-TZVPD basis.

Output
Highest occupied orbital energy in eV: -9.189
2S+1: 1
Charge: 0
Gap between HOMO and LUMO in eV: 9.89
Energy in eV: -18662.2566
Lowest unoccupied orbital energy in eV: 0.70
Energy relative to the best compared isomer or geometry (same formula, charge and spin) in kJ/mol: 508.5

Last column: Löwdin charge in e.
CARTESIAN COORDINATES (ANGSTROEM)
C1 -3.346608 1.090389 0.178467  -0.20
C2 -2.743000 -0.159962 -0.306790  -0.16
C3 1.444740 -1.194969 -0.426056  -0.29
C4 2.193017 1.272885 0.338396  -0.26
N1 -3.356903 -0.269916 0.793817  0.09
O1 -0.295219 0.835196 -0.580670  -0.58
S1 0.641148 0.238343 0.423176  0.82
H1 -4.353220 1.402599 -0.085697  0.07
H2 -2.925293 1.816881 0.813770  0.06
H3 -2.265252 -0.273643 -1.234034  0.09
H4 1.989032 -1.024462 -1.408778  0.07
H5 1.994834 -1.574198 0.487134  0.05
H6 0.741488 -2.014267 -0.740164  0.06
H7 1.813913 2.244675 0.568125  0.02
H8 3.021576 0.946650 1.052598  0.08
H9 2.446429 1.202135 -0.803827  0.08

Forces on the atoms, in the same order (eV/Å):
-1.706 -0.208 0.483
-1.643 2.731 1.333
-0.245 -1.150 0.419
0.281 -1.471 -1.533
1.020 -1.667 -0.980
0.488 0.224 0.573
0.733 -0.470 -1.839
0.011 -0.090 -0.607
1.322 0.766 0.287
0.767 -1.568 -0.518
-0.114 0.489 1.675
0.234 -0.001 -1.524
0.049 0.984 0.843
0.070 0.768 0.201
-1.207 0.330 -1.131
-0.059 0.335 2.318